Record 1
Formula: C52H79N16Si
Source: OMol25
Level of theory: ωB97M-V/def2-TZVPD

Properties
Molecular weight, Da: 956.40
Net charge: +1
E_HOMO, Ha: -0.41695

The geometry in XYZ format:
```
148
C52H79N16Si ωB97M-V/def2-TZVPD
C 2.056 -2.233 1.435
C 2.221 -2.885 0.434
C 2.203 -3.793 -0.784
C 1.581 -3.002 -2.000
C 0.097 -3.443 -2.311
C -0.868 -2.290 -1.952
C -1.196 -1.386 -2.968
C -2.108 -0.333 -2.645
C -2.672 -0.108 -1.380
C -3.657 1.065 -1.384
N -3.151 2.333 -0.841
C -2.739 3.234 -1.945
C -2.302 -0.994 -0.286
C -2.783 -0.836 1.090
C -3.619 0.292 1.634
C -2.838 1.224 2.684
C -2.337 2.578 2.122
C -2.009 3.481 3.382
C -0.970 2.334 1.417
N -2.438 -1.794 1.986
Si -2.897 -1.995 3.735
C -3.441 -3.821 3.930
C -4.184 -0.966 4.586
C -1.269 -1.867 4.730
C -1.605 -2.844 1.628
C -1.071 -3.017 0.393
C -1.418 -2.080 -0.653
H 1.986 -1.555 2.276
H 3.228 -4.139 -1.002
H 1.573 -4.671 -0.542
H 2.194 -3.253 -2.883
H 1.679 -1.918 -1.826
H -0.185 -4.331 -1.723
H 0.043 -3.589 -3.402
H -0.775 -1.511 -3.976
H -2.366 0.332 -3.485
H -4.615 0.730 -0.928
H -3.960 1.287 -2.436
H -3.973 2.794 -0.446
H -3.600 3.668 -2.489
H -2.211 4.083 -1.463
H -2.012 2.767 -2.626
H -4.063 1.019 0.951
H -4.515 -0.164 2.110
H -1.960 0.705 3.116
H -3.609 1.460 3.445
H -3.066 3.152 1.532
H -1.302 2.892 3.997
H -2.913 3.809 3.916
H -1.416 4.328 2.979
H -1.077 1.682 0.527
H -0.327 1.783 2.138
H -0.452 3.281 1.168
H -3.982 -4.183 3.029
H -4.093 -3.937 4.815
H -2.540 -4.433 4.134
H -4.444 -1.463 5.548
H -5.150 -0.920 4.036
H -3.849 0.046 4.884
H -1.468 -1.740 5.807
H -0.663 -2.764 4.498
H -0.709 -0.992 4.330
H -1.293 -3.601 2.360
H -0.394 -3.843 0.168
C -5.276 6.404 -3.518
C -5.250 5.875 -2.146
N -5.243 5.476 -1.068
H -4.764 5.715 -4.189
H -6.307 6.524 -3.847
H -4.777 7.370 -3.550
C 1.266 2.883 -4.238
C 0.133 3.812 -4.097
N -0.752 4.538 -3.987
H 1.394 2.614 -5.282
H 2.178 3.355 -3.879
H 1.080 1.980 -3.656
C -0.664 -5.390 6.943
C -1.807 -4.481 7.129
N -2.699 -3.770 7.275
H -0.559 -5.640 5.888
H 0.251 -4.912 7.288
H -0.824 -6.305 7.511
C 2.833 6.410 -5.701
C 2.421 5.138 -6.319
N 2.099 4.145 -6.802
H 3.549 6.918 -6.342
H 1.969 7.048 -5.560
H 3.296 6.218 -4.733
C 4.384 -2.745 -5.701
C 3.229 -1.846 -5.489
N 2.337 -1.136 -5.338
H 4.478 -2.985 -6.759
H 5.299 -2.270 -5.358
H 4.242 -3.670 -5.141
C 0.722 6.906 2.624
C 0.804 6.210 3.919
N 0.879 5.675 4.932
H 1.712 6.971 2.176
H 0.061 6.361 1.951
H 0.331 7.911 2.770
C 0.789 -6.082 -5.693
C 1.806 -5.885 -4.647
N 2.601 -5.730 -3.830
H 1.259 -6.463 -6.598
H 0.042 -6.797 -5.352
H 0.300 -5.135 -5.918
C 0.399 8.900 -8.200
C 1.388 9.095 -7.127
N 2.161 9.248 -6.289
H 0.886 8.483 -9.079
H -0.379 8.216 -7.865
H -0.054 9.855 -8.462
C 1.227 -5.827 10.548
C 1.736 -5.485 9.211
N 2.134 -5.218 8.166
H 0.428 -6.563 10.464
H 2.030 -6.240 11.154
H 0.839 -4.934 11.036
C -6.697 7.962 1.223
C -7.291 8.799 0.168
N -7.755 9.450 -0.658
H -7.476 7.595 1.889
H -6.184 7.113 0.773
H -5.982 8.545 1.801
C 7.564 -3.023 -2.504
C 7.676 -2.219 -3.731
N 7.769 -1.574 -4.710
H 6.585 -3.499 -2.462
H 8.336 -3.791 -2.494
H 7.688 -2.383 -1.631
C 11.451 -1.846 -4.462
C 11.521 -2.387 -3.117
N 11.567 -2.814 -2.051
H 11.984 -2.498 -5.152
H 10.411 -1.765 -4.770
H 11.910 -0.858 -4.481
C -4.289 -2.797 -3.998
C -4.691 -4.066 -4.628
N -5.004 -5.056 -5.119
H -3.594 -2.267 -4.647
H -5.165 -2.173 -3.829
H -3.804 -2.996 -3.044
C 5.647 -6.280 12.242
C 4.495 -5.384 12.432
N 3.596 -4.681 12.579
H 5.749 -6.533 11.188
H 6.557 -5.788 12.580
H 5.502 -7.194 12.816
```

Results of the Löwdin charge analysis, in e, for atoms 1 through 99: C 0.0905; C -0.1408; C -0.1834; C -0.1692; C -0.1213; C -0.1605; C 0.0038; C -0.0245; C -0.1072; C -0.2061; N -0.1092; C -0.1304; C 0.0030; C -0.0836; C -0.0866; C -0.1583; C -0.4077; C -0.0683; C -0.0791; N -0.0064; Si 0.5638; C -0.1706; C -0.1755; C -0.1554; C -0.0896; C 0.0278; C -0.0671; H 0.0357; H 0.1065; H 0.1040; H 0.0674; H 0.1160; H 0.1036; H 0.1011; H 0.1263; H 0.1197; H 0.1247; H 0.1159; H 0.0881; H 0.0625; H 0.0821; H 0.0488; H 0.0874; H 0.1094; H 0.0977; H 0.1044; H 0.1169; H 0.0847; H 0.0833; H 0.0586; H 0.0598; H 0.0821; H 0.0789; H 0.0432; H 0.0333; H 0.0229; H 0.0595; H 0.0503; H 0.0388; H 0.0372; H 0.0295; H 0.0302; H 0.1205; H 0.1058; C -0.0496; C -0.2639; N 0.1342; H 0.0809; H 0.0873; H 0.0877; C -0.0821; C -0.2740; N 0.1334; H 0.0450; H 0.0801; H 0.0717; C -0.0687; C -0.2654; N 0.1406; H 0.0790; H 0.0223; H 0.0853; C -0.0772; C -0.2563; N 0.1373; H 0.0770; H 0.0431; H 0.0837; C -0.0547; C -0.2693; N 0.1168; H 0.0862; H 0.0438; H 0.0585; C -0.0681; C -0.2872; N 0.1291; H 0.0816; H 0.0672

Record 2
Formula: C51H126N6O15
Source: OMol25
Level of theory: ωB97M-V/def2-TZVPD

Properties
Molecular weight, Da: 1063.60
Relative energy (zero: lowest compared OMol25 entry of this formula, charge and spin), kcal per mole: 72.3
E_HOMO, Ha: -0.28104
SMILES string: CC1(C)CCCC(C)(C)N1O.CC1(C)CCCC(C)(C)N1O.CC1(C)CCCC(C)(C)N1O.COCCNCCOC.COCCNCCOC.COCCNCCOC.CO.CO.CO.CO.CO.CO

The geometry in XYZ format:
```
198
C51H126N6O15 ωB97M-V/def2-TZVPD
C -4.307 -5.983 1.434
C -4.772 -4.734 0.567
C -4.572 -5.051 -0.918
C -6.339 -4.603 0.791
C -6.962 -3.375 0.222
C -6.284 -2.147 0.918
C -4.721 -2.196 0.705
C -4.329 -1.746 -0.727
C -4.191 -1.114 1.766
N -4.238 -3.522 1.185
O -2.807 -3.544 1.171
H -3.260 -6.232 1.260
H -4.320 -5.664 2.477
H -4.838 -6.902 1.187
H -4.985 -4.311 -1.604
H -3.487 -5.022 -1.009
H -4.976 -6.003 -1.264
H -6.876 -5.466 0.397
H -6.494 -4.530 1.868
H -6.867 -3.172 -0.845
H -8.030 -3.310 0.427
H -6.561 -2.170 1.972
H -6.599 -1.237 0.409
H -4.805 -2.317 -1.524
H -3.327 -2.090 -0.985
H -4.445 -0.670 -0.862
H -4.200 -1.502 2.785
H -4.724 -0.165 1.708
H -3.156 -0.867 1.532
H -2.592 -3.705 2.093
C -1.411 4.031 4.028
C -2.814 4.080 3.508
C -2.760 4.769 2.102
C -3.413 2.640 3.236
C -3.932 1.885 4.535
C -4.835 2.824 5.329
C -4.229 4.197 5.707
C -5.374 5.024 6.402
C -3.138 3.980 6.777
N -3.785 4.798 4.447
O -3.532 6.165 4.504
H -0.865 3.482 3.261
H -0.936 5.009 4.106
H -1.200 3.544 4.980
H -3.797 4.922 1.801
H -2.359 5.775 2.222
H -2.168 4.283 1.326
H -4.225 2.713 2.513
H -2.685 1.995 2.742
H -4.458 0.969 4.270
H -3.110 1.541 5.162
H -5.103 2.339 6.267
H -5.745 2.916 4.736
H -6.174 5.139 5.671
H -4.977 5.994 6.703
H -5.786 4.560 7.298
H -2.561 3.063 6.652
H -3.639 3.993 7.744
H -2.447 4.824 6.769
H -4.393 6.526 4.282
C 3.829 8.488 0.443
C 3.414 7.152 1.111
C 4.566 6.282 1.552
C 2.613 7.524 2.412
C 1.202 8.022 2.234
C 0.394 6.953 1.434
C 1.102 6.591 0.086
C 0.453 5.244 -0.405
C 0.794 7.791 -0.905
N 2.549 6.282 0.258
O 3.177 5.955 -0.931
H 4.143 8.401 -0.597
H 3.078 9.278 0.451
H 4.692 8.858 0.997
H 5.299 6.249 0.746
H 5.156 6.716 2.359
H 4.330 5.270 1.883
H 2.533 6.669 3.084
H 3.206 8.242 2.979
H 0.768 8.196 3.218
H 1.125 8.968 1.696
H -0.637 7.264 1.263
H 0.312 6.051 2.041
H 0.868 4.945 -1.368
H -0.633 5.307 -0.478
H 0.614 4.441 0.313
H 1.295 8.740 -0.713
H -0.259 8.048 -0.786
H 1.023 7.457 -1.916
H 3.576 5.110 -0.709
C 1.147 -5.153 -3.762
O 0.770 -4.589 -2.452
C 0.057 -3.355 -2.640
C -0.073 -2.662 -1.289
N 1.213 -2.120 -0.762
C 1.191 -1.489 0.571
C 0.159 -0.360 0.794
O 0.295 0.711 -0.167
C -0.754 1.619 -0.246
H 1.668 -4.392 -4.343
H 0.220 -5.355 -4.298
H 1.840 -5.989 -3.676
H -0.925 -3.580 -3.056
H 0.549 -2.740 -3.393
H -0.360 -3.331 -0.478
H -0.826 -1.875 -1.341
H 1.814 -2.932 -0.767
H 2.188 -1.124 0.816
H 0.913 -2.261 1.289
H 0.275 0.138 1.757
H -0.799 -0.880 0.781
H -1.092 2.033 0.704
H -1.489 1.076 -0.841
H -0.360 2.483 -0.782
C 3.800 -4.570 0.246
O 2.401 -4.678 0.395
C 2.082 -5.639 1.394
C 0.652 -6.185 1.198
N 0.532 -6.911 -0.066
C -0.960 -6.925 -0.366
C -1.267 -7.948 -1.511
O -2.588 -7.684 -2.091
C -2.499 -6.632 -3.053
H 4.361 -5.499 0.344
H 4.165 -3.848 0.977
H 4.025 -4.062 -0.692
H 2.215 -5.223 2.393
H 2.787 -6.469 1.432
H -0.034 -5.339 1.249
H 0.296 -6.836 1.996
H 0.951 -6.265 -0.720
H -1.245 -5.941 -0.740
H -1.690 -7.213 0.390
H -1.174 -8.987 -1.193
H -0.552 -7.864 -2.329
H -1.729 -6.821 -3.800
H -2.291 -5.712 -2.506
H -3.477 -6.560 -3.528
C 3.911 1.550 3.067
O 4.220 1.831 1.722
C 3.187 2.344 0.920
C 3.705 2.185 -0.527
N 4.562 3.306 -0.902
C 5.147 3.073 -2.197
C 6.125 4.152 -2.614
O 7.277 4.064 -1.797
C 8.218 5.103 -1.885
H 3.950 2.468 3.652
H 4.637 0.877 3.523
H 2.963 1.012 3.068
H 3.073 3.402 1.152
H 2.253 1.814 1.105
H 2.825 2.156 -1.169
H 4.157 1.194 -0.526
H 5.358 3.515 -0.315
H 4.364 2.953 -2.945
H 5.726 2.150 -2.185
H 5.656 5.122 -2.444
H 6.321 4.024 -3.678
H 8.508 5.429 -2.884
H 9.081 4.683 -1.369
H 7.956 6.021 -1.359
C 4.635 -6.432 -4.073
O 5.907 -5.872 -3.850
H 3.862 -5.797 -4.507
H 4.683 -7.356 -4.648
H 4.241 -6.772 -3.116
H 6.182 -5.229 -4.508
C -2.399 2.751 -3.703
O -3.700 2.408 -3.265
H -1.715 1.929 -3.916
H -2.582 3.360 -4.588
H -1.890 3.456 -3.047
H -4.027 1.694 -3.816
C 3.618 -1.442 -3.012
O 2.861 -0.462 -2.399
H 2.865 -2.221 -3.132
H 4.197 -1.315 -3.927
H 4.326 -1.804 -2.266
H 2.238 -0.828 -1.766
C -0.609 -3.014 3.884
O -1.288 -4.201 3.455
H -0.583 -2.273 3.085
H -1.197 -2.571 4.688
H 0.355 -3.343 4.272
H -0.973 -4.995 3.892
C 2.539 -2.615 -7.017
O 2.495 -2.030 -8.317
H 3.281 -3.413 -7.029
H 2.732 -1.770 -6.356
H 1.559 -3.030 -6.782
H 1.988 -2.586 -8.914
C 1.175 -6.140 -7.151
O 0.126 -6.277 -8.124
H 2.114 -6.200 -7.701
H 1.127 -5.235 -6.545
H 1.195 -6.944 -6.415
H 0.432 -7.048 -8.608
```

Results of the Löwdin charge analysis, in e, for atoms 1 through 99: C -0.0087; C -0.4630; C -0.0272; C -0.1502; C -0.1959; C -0.1253; C -0.4398; C -0.0200; C -0.0328; N -0.0842; O -0.0386; H 0.0425; H 0.0822; H 0.0868; H 0.0655; H 0.0594; H 0.0952; H 0.1180; H 0.1172; H 0.0997; H 0.1082; H 0.1144; H 0.1125; H 0.0560; H 0.0644; H 0.0869; H 0.0796; H 0.0723; H 0.0505; H 0.0486; C -0.0440; C -0.4511; C -0.0294; C -0.1048; C -0.1623; C -0.1560; C -0.4966; C -0.0338; C -0.0358; N -0.1154; O -0.0153; H 0.0775; H 0.0837; H 0.0712; H 0.0853; H 0.0616; H 0.0691; H 0.1076; H 0.0924; H 0.0933; H 0.0949; H 0.1178; H 0.1180; H 0.0802; H 0.0776; H 0.0811; H 0.0650; H 0.0756; H 0.0856; H 0.1023; C -0.0252; C -0.4745; C -0.0436; C -0.1476; C -0.1758; C -0.1353; C -0.4367; C -0.0389; C -0.0149; N -0.1255; O -0.0285; H 0.0794; H 0.0646; H 0.0791; H 0.0784; H 0.0841; H 0.0779; H 0.1157; H 0.1169; H 0.1080; H 0.0994; H 0.1049; H 0.0952; H 0.0757; H 0.0718; H 0.0637; H 0.0594; H 0.0737; H 0.0763; H 0.0447; C -0.0696; O -0.2074; C -0.1938; C -0.1444; N -0.0538; C -0.1597; C -0.1877; O -0.2098; C -0.1004

Record 3
Formula: C9H14F4N5O4PS
Source: OMol25
Level of theory: ωB97M-V/def2-TZVPD

Properties
Molecular weight, Da: 395.28
E_HOMO, Ha: -0.22421

The geometry in XYZ format:
```
38
C9H14F4N5O4PS ωB97M-V/def2-TZVPD
C -1.113 -4.366 1.573
C -0.413 -3.322 2.284
C -0.879 -1.773 2.288
N -1.148 -1.340 0.910
C -0.397 -0.816 -0.179
N 0.900 -0.542 -0.149
C 1.476 0.025 -1.440
C 0.945 1.489 -1.773
C 1.923 2.663 -1.333
O 0.859 1.559 -3.237
P 2.041 -0.765 1.168
S 1.965 0.683 2.478
N -1.334 -0.632 -1.276
C -2.646 -1.011 -0.876
C -3.958 -0.933 -1.743
F -5.085 -1.459 -1.135
F -3.848 -1.498 -3.000
F -4.220 0.436 -1.946
N -2.425 -1.448 0.454
F -3.505 -1.918 1.104
H -0.793 -4.713 0.541
H -2.019 -4.896 2.036
H 0.496 -3.636 2.900
H -1.827 -1.756 2.939
H -0.129 -1.115 2.856
H 1.290 -0.709 -2.295
H 2.614 0.111 -1.322
H -0.133 1.646 -1.411
H 2.788 2.681 -2.088
H 2.322 2.555 -0.270
H 1.410 3.680 -1.453
H -0.017 1.908 -3.492
H 3.407 -0.814 0.692
H 1.839 -2.011 1.867
N 2.405 5.510 1.083
O 2.648 6.123 2.138
O 3.332 4.968 0.445
O 1.230 5.433 0.661
```

Charge distribution, natural (NBO) scheme, values in e: C -0.4185; C -0.1947; C -0.3553; N -0.1839; C 0.6354; N -0.7062; C -0.2483; C 0.0792; C -0.6578; O -0.7423; P 0.9240; S -0.4591; N -0.4332; C 0.2912; C 0.9716; F -0.2887; F -0.2775; F -0.2954; N 0.2306; F -0.1135; H 0.2249; H 0.2293; H 0.2319; H 0.2790; H 0.3063; H 0.2475; H 0.2387; H 0.1824; H 0.2228; H 0.2460; H 0.2788; H 0.4814; H 0.0575; H 0.0042; N 0.7086; O -0.5385; O -0.5762; O -0.5819

Record 4
Formula: C23H38IN3O9PRuSSb
Source: OMol25
Level of theory: ωB97M-V/def2-TZVPD

Properties
⟨S²⟩: 0.772
Molecular weight, Da: 913.34
Net charge: +1
Relative energy (zero: lowest compared OMol25 entry of this formula, charge and spin), kcal per mole: 27.5
2S+1: 2
E_HOMO (alpha / beta), Ha: -0.34555 / -0.38410

The geometry in XYZ format:
```
78
C23H38IN3O9PRuSSb ωB97M-V/def2-TZVPD
Ru 0.202 0.653 0.291
N -1.556 0.373 -0.789
C -1.807 -1.044 -1.105
C -0.540 -1.876 -0.873
O -0.531 -3.079 -0.985
O 0.530 -1.163 -0.603
H -2.284 0.789 -0.213
H -1.440 0.953 -1.614
H -2.115 -1.172 -2.143
H -2.600 -1.432 -0.470
I -5.823 -3.505 5.732
C -4.483 -2.375 4.609
C -3.791 -2.970 3.562
C -2.900 -2.214 2.819
C -2.713 -0.865 3.107
C -3.413 -0.281 4.155
C -4.292 -1.033 4.916
C -1.777 -0.052 2.283
O -0.890 -0.695 1.615
O -1.875 1.185 2.211
H -3.942 -4.015 3.332
H -2.338 -2.669 2.014
H -3.265 0.767 4.377
H -4.828 -0.581 5.739
C -1.246 -3.697 -5.653
C -0.454 -2.571 -5.057
C 0.421 -2.814 -3.997
C 1.126 -1.789 -3.399
C 0.963 -0.489 -3.868
C 0.109 -0.228 -4.936
C -0.599 -1.266 -5.520
S 1.756 0.945 -3.204
C 3.319 0.331 -2.560
O 1.003 1.456 -1.967
H -0.630 -4.587 -5.774
H -1.662 -3.426 -6.621
H -2.072 -3.962 -4.990
H 0.525 -3.821 -3.614
H 1.756 -2.002 -2.547
H 0.001 0.783 -5.310
H -1.263 -1.060 -6.349
H 3.400 -0.749 -2.628
H 3.342 0.648 -1.517
H 4.120 0.795 -3.131
N 0.982 4.086 -2.018
C 1.263 4.458 -0.595
P -0.388 4.205 0.193
O -1.274 5.231 -0.401
O -0.692 2.745 -0.007
C -0.140 4.488 1.990
N -1.057 3.564 2.713
H 0.099 4.524 -2.301
H 0.887 3.022 -2.063
H 1.716 4.393 -2.652
H 1.571 5.501 -0.557
H 2.046 3.798 -0.227
H -0.374 5.517 2.252
H 0.869 4.223 2.294
H -0.865 2.563 2.481
H -2.031 3.695 2.437
H -0.994 3.684 3.721
O 2.628 1.425 0.472
C 2.444 2.023 1.563
O 1.334 2.102 2.139
H 3.319 2.499 2.043
C 3.119 -0.529 3.294
Sb 1.884 -1.169 1.655
C 3.416 -1.990 0.437
C 1.043 -2.922 2.491
H 3.480 -1.411 3.823
H 2.554 0.099 3.979
H 3.972 0.026 2.907
H 4.090 -2.568 1.069
H 3.970 -1.188 -0.043
H 2.968 -2.645 -0.308
H 1.859 -3.578 2.793
H 0.422 -3.416 1.746
H 0.436 -2.653 3.353
```

Charge distribution, Löwdin scheme, values in e: Ru 1.2472; N -0.0438; C -0.0867; C -0.6353; O 0.0815; O -0.3181; H 0.1005; H 0.0963; H 0.1316; H 0.1273; I 0.9025; C -0.7337; C -0.1345; C -0.0135; C -0.1346; C -0.0162; C -0.1387; C -0.5505; O -0.1975; O -0.0372; H 0.0983; H 0.1163; H 0.1148; H 0.0961; C -0.0321; C -0.2460; C -0.0137; C -0.0735; C -0.3935; C -0.0859; C -0.0272; S 1.0298; C -0.1918; O -0.6052; H 0.0883; H 0.0815; H 0.0937; H 0.1293; H 0.0981; H 0.1072; H 0.1194; H 0.0504; H 0.0310; H 0.0604; N 0.1172; C -0.1729; P 0.3937; O -0.3091; O -0.3917; C -0.1865; N 0.1290; H 0.1459; H 0.0509; H 0.1588; H 0.1103; H 0.0831; H 0.1103; H 0.0860; H 0.0750; H 0.1604; H 0.1686; O -0.1904; C -0.6152; O -0.1453; H 0.1412; C -0.2815; Sb 1.4967; C -0.2630; C -0.2597; H 0.0122; H 0.0082; H 0.0094; H 0.0178; H -0.0024; H 0.0087; H 0.0182; H 0.0102; H 0.0136